# C28H69F3O13Si

A cluster of 7 separate species, C28H69F3O13Si in total (ωB97M-V/def2-TZVPD, the Open Molecules 2025 dataset).

```
! wB97M-V def2-TZVPD RIJCOSX def2/J DEFGRID3
* xyz 0 1
Si -2.75 4.23 0.18
F 3.81 5.59 1.31
F 3.60 3.45 0.96
F 2.21 4.48 2.29
O 2.33 -3.55 3.63
O 2.10 -8.02 -2.61
O 0.50 -0.19 3.75
O -5.51 8.15 -4.43
O -1.43 1.90 3.02
O 0.64 4.69 0.24
O 4.55 -4.93 4.98
O -0.20 -6.26 -2.12
O 4.56 -1.46 -2.12
O -1.82 -2.86 -0.17
O 2.04 -0.09 -1.43
O -3.50 7.09 -2.57
O -3.63 -0.81 -1.19
C 4.20 -2.56 -1.31
C 2.82 0.15 -2.59
C -0.17 2.15 3.62
C 0.84 1.09 3.24
C -4.63 -1.29 -0.31
C 1.99 4.89 -0.08
C -4.27 7.59 -1.49
C 0.44 -5.81 -0.94
C 1.21 -7.56 -3.61
C -0.11 -1.04 2.79
C -1.55 5.66 0.41
C -2.43 -3.78 -1.05
C 1.54 -8.98 -1.74
C 2.89 4.59 1.13
C 3.04 -2.32 3.74
C 3.62 -5.55 4.12
C -4.87 9.41 -4.37
C -4.62 7.08 -4.72
C 3.10 -4.60 3.06
C -0.25 5.61 -0.39
C -2.39 -0.54 -0.56
C 3.57 -1.08 -3.05
C 0.63 -6.21 -3.27
C -4.25 6.30 -3.48
C -2.39 1.35 3.89
C 4.00 -4.53 6.22
C 2.69 0.27 -0.23
C -1.39 -1.66 -0.79
H -3.64 8.29 -0.95
H 4.96 -2.65 -0.53
H -2.74 2.09 4.62
H 4.19 -3.49 -1.89
H 3.68 -0.18 -0.16
H 4.07 -0.85 -4.00
H -5.15 5.92 -3.00
H 0.01 -5.86 -4.11
H 3.53 0.96 -2.41
H -3.24 1.03 3.29
H 1.37 -9.93 -2.26
H -4.96 -0.50 0.37
H -4.56 6.78 -0.81
H 2.07 -0.10 0.59
H 0.92 1.04 2.15
H -4.01 9.40 -3.70
H 0.61 -1.36 2.04
H 0.22 6.61 -0.41
H 2.25 -9.14 -0.93
H -3.71 7.46 -5.21
H 4.01 -2.46 4.23
H -0.95 -0.54 2.30
H -0.27 2.21 4.71
H 4.13 -6.38 3.62
H -2.89 -4.56 -0.45
H -5.61 10.12 -3.99
H -0.48 -1.92 3.32
H 3.20 -1.88 2.75
H 2.78 -5.96 4.69
H 0.40 -8.28 -3.76
H 1.40 -6.31 -0.78
H 0.59 -4.73 -0.96
H -0.43 5.31 -1.43
H -2.25 2.96 0.74
H -2.00 0.39 -0.99
H 3.22 -2.42 -0.84
H 2.86 -1.90 -3.23
H -4.27 -2.13 0.29
H 2.45 -5.15 2.38
H 1.82 1.36 3.64
H 0.59 -8.64 -1.32
H -4.55 9.74 -5.37
H 0.19 3.12 3.25
H -0.43 -1.37 -0.36
H 3.77 -5.40 6.85
H 4.75 -3.92 6.73
H -1.99 0.48 4.43
H -5.47 -1.61 -0.91
H 3.10 -3.93 6.09
H -0.22 -6.04 -0.10
H 3.94 -4.19 2.49
H 2.19 5.93 -0.37
H -3.20 -3.30 -1.66
H 2.42 -1.65 4.33
H 2.33 4.24 -0.90
H 1.44 -5.49 -3.12
H -4.00 4.55 0.90
H 2.78 1.36 -0.14
H -5.16 8.11 -1.83
H -3.10 4.03 -1.25
H -2.54 -0.39 0.51
H -1.24 -1.81 -1.86
H -5.12 6.41 -5.42
H 1.77 -7.48 -4.55
H -2.08 6.59 0.13
H -1.69 -4.24 -1.71
H -3.63 5.45 -3.77
H -1.31 5.72 1.48
H 2.14 0.48 -3.39
*
```

Calculated values
E = -72794.667 eV
LUMO energy = 0.0234 hartree
orbital gap = 9.6575 eV
SMILES = FC(F)(F)COCC[SiH3].COCCOC.COCCOC.COCCOC.COCCOC.COCCOC.COCCOC
energy above the lowest of the compared OMol25 structures with the same formula, charge and spin = 0.0 kcal per mole

Atom charges from the Löwdin analysis, given in e for atoms 1 to 4: atom 1 (Si): 0.650, atom 2 (F): 0.110, atom 3 (F): 0.109, atom 4 (F): 0.133

# C4H15NO2S

A cluster of 3 separate species, C4H15NO2S in total (ωB97M-V/def2-TZVPD, the Open Molecules 2025 dataset).

```
! wB97M-V def2-TZVPD RIJCOSX def2/J DEFGRID3
* xyz 0 1
S -1.97 3.01 -1.47
O 2.79 -6.05 -2.29
O 0.05 -5.62 -0.91
N 1.07 1.25 2.34
C -0.14 0.80 1.61
C 0.90 2.58 2.94
C -1.47 1.58 -0.40
C -0.13 1.59 0.29
H -1.11 0.91 2.12
H 0.17 2.61 0.50
H -2.20 1.59 0.39
H 0.93 -5.42 -0.57
H 0.72 1.12 -0.26
H 0.46 3.37 2.34
H -1.69 0.67 -0.98
H -1.44 2.54 -2.57
H 0.24 -5.84 -1.82
H 2.75 -5.60 -3.14
H 0.17 2.52 3.76
H 0.04 -0.28 1.62
H 1.88 2.83 3.34
H 1.94 1.08 1.83
H 3.61 -5.74 -1.91
*
```

Calculated values
E = -20810.519 eV
LUMO energy = 0.0188 hartree
orbital gap = 9.0108 eV
SMILES = CNCCCS.O.O
energy above the lowest of the compared OMol25 structures with the same formula, charge and spin = 31.3 kcal per mole

Atom charges from the Löwdin analysis, given in e for atoms 1 to 4: atom 1 (S): 0.678, atom 2 (O): -0.046, atom 3 (O): -0.063, atom 4 (N): -0.144

# C48H120N8O16

A cluster of 8 separate species, C48H120N8O16 in total (ωB97M-V/def2-TZVPD, the Open Molecules 2025 dataset).

```
! wB97M-V def2-TZVPD RIJCOSX def2/J DEFGRID3
* xyz 0 1
O 19.24 -4.43 -31.36
O 19.39 -16.33 -32.56
O 23.93 -12.96 -28.11
O 21.57 -9.73 -31.21
O 19.44 -16.78 -27.14
O 23.54 -12.07 -17.44
O 17.24 -27.23 -32.80
O 15.63 -21.70 -25.80
O 27.94 -7.35 -22.08
O 23.10 -6.75 -23.40
O 13.09 -27.92 -25.60
O 23.24 -12.94 -23.28
O 26.70 -16.39 -28.10
O 22.23 -17.96 -30.95
O 18.07 -21.44 -31.07
O 20.60 -10.36 -26.83
N 20.96 -7.05 -30.32
N 25.39 -14.70 -26.07
N 21.80 -14.94 -31.66
N 24.78 -8.87 -20.93
N 23.96 -11.68 -20.95
N 18.28 -25.07 -31.05
N 19.43 -13.82 -26.12
N 13.41 -24.29 -24.79
C 18.97 -15.62 -27.80
C 19.03 -5.49 -30.35
C 22.17 -12.55 -22.47
C 20.53 -4.18 -31.90
C 22.00 -7.79 -29.61
C 13.79 -25.74 -24.95
C 27.41 -16.01 -26.89
C 28.76 -6.25 -21.82
C 20.97 -18.45 -30.70
C 23.70 -11.07 -18.47
C 21.70 -10.94 -30.55
C 17.69 -20.31 -30.26
C 20.04 -12.56 -25.94
C 24.61 -12.65 -29.33
C 20.57 -14.17 -32.01
C 22.62 -16.83 -30.12
C 17.88 -22.69 -30.48
C 23.47 -14.36 -23.39
C 23.20 -11.40 -16.21
C 16.76 -21.43 -26.63
C 25.83 -17.50 -28.12
C 22.76 -12.43 -21.03
C 26.51 -15.66 -25.66
C 18.45 -27.23 -32.12
C 19.15 -25.92 -31.79
C 19.55 -11.29 -26.67
C 18.50 -17.87 -27.23
C 26.14 -8.75 -21.64
C 19.87 -14.43 -27.43
C 24.67 -12.49 -27.00
C 15.35 -23.05 -25.64
C 18.30 -17.08 -32.84
C 23.74 -7.88 -21.38
C 14.52 -23.33 -24.46
C 22.46 -8.73 -30.72
C 16.32 -28.41 -32.62
C 26.90 -7.43 -21.14
C 22.72 -6.59 -24.74
C 18.75 -23.67 -31.36
C 20.93 -9.65 -25.66
C 21.82 -15.46 -30.35
C 12.65 -26.64 -24.97
C 20.25 -6.06 -29.54
C 23.30 -8.11 -22.89
C 24.58 -11.65 -19.63
C 25.82 -13.41 -26.43
C 11.97 -28.89 -25.82
C 19.34 -15.07 -31.96
H 21.95 -12.08 -20.38
H 12.85 -24.40 -23.95
H 22.81 -12.10 -15.46
H 17.74 -17.86 -26.45
H 24.08 -13.08 -30.18
H 28.40 -5.30 -22.20
H 23.89 -8.75 -23.56
H 21.02 -5.14 -32.07
H 14.56 -25.99 -24.22
H 23.40 -6.95 -25.51
H 22.80 -7.17 -29.20
H 22.51 -11.48 -31.04
H 22.02 -15.70 -32.28
H 17.42 -25.21 -31.55
H 21.71 -6.94 -24.95
H 26.88 -15.14 -24.78
H 21.83 -10.95 -29.47
H 23.39 -14.90 -22.45
H 15.50 -28.46 -33.34
H 24.54 -11.59 -29.58
H 26.79 -9.58 -21.39
H 23.99 -10.85 -15.69
H 18.69 -18.04 -33.17
H 20.49 -18.91 -31.57
H 25.99 -8.80 -22.72
H 18.29 -22.60 -29.48
H 20.27 -7.66 -30.74
H 22.83 -14.81 -24.16
H 18.01 -19.33 -30.63
H 22.77 -10.60 -18.79
H 11.00 -28.47 -26.11
H 24.93 -12.66 -19.45
H 20.62 -13.85 -33.05
H 19.83 -23.65 -31.22
H 25.66 -12.89 -29.16
H 29.71 -6.45 -22.33
H 22.34 -10.79 -16.48
H 20.85 -5.15 -29.44
H 21.39 -13.29 -22.66
H 16.63 -20.18 -30.03
H 22.99 -13.40 -20.60
H 20.81 -15.56 -29.93
H 24.64 -12.14 -21.54
H 14.87 -23.38 -26.56
H 21.12 -12.54 -26.08
H 19.80 -14.55 -25.52
H 24.87 -15.20 -26.78
H 24.34 -10.34 -17.97
H 21.04 -19.22 -29.93
H 16.82 -22.93 -30.39
H 11.68 -26.41 -25.41
H 16.86 -20.36 -26.48
H 18.48 -6.36 -30.72
H 18.09 -17.89 -28.24
H 14.04 -22.40 -24.15
H 22.29 -14.64 -29.80
H 22.61 -5.50 -24.75
H 26.61 -13.36 -27.18
H 15.78 -28.32 -31.68
H 22.40 -8.73 -22.90
H 18.81 -10.71 -26.12
H 19.82 -6.57 -28.68
H 19.16 -27.81 -32.71
H 25.31 -17.86 -27.22
H 19.35 -18.53 -27.10
H 20.88 -14.81 -27.55
H 19.98 -26.15 -31.12
H 19.00 -15.23 -30.94
H 11.83 -29.36 -24.84
H 17.61 -17.34 -32.04
H 23.36 -9.28 -30.47
H 16.83 -29.37 -32.59
H 18.92 -11.46 -27.54
H 17.81 -16.50 -33.62
H 27.16 -7.49 -20.08
H 19.63 -25.60 -32.72
H 12.40 -26.85 -23.93
H 17.93 -15.40 -27.55
H 24.00 -12.18 -26.19
H 24.12 -6.86 -21.29
H 20.27 -17.65 -30.45
H 18.37 -5.03 -29.62
H 19.80 -13.74 -28.27
H 16.65 -21.57 -27.71
H 15.25 -23.75 -23.76
H 21.91 -11.66 -23.04
H 22.87 -8.05 -31.47
H 22.61 -17.12 -29.07
H 20.22 -3.74 -32.84
H 21.87 -9.12 -25.83
H 26.16 -12.96 -25.49
H 18.30 -27.60 -31.11
H 24.55 -9.83 -21.15
H 26.28 -6.53 -21.19
H 28.11 -15.22 -27.14
H 21.01 -3.36 -31.36
H 20.12 -9.04 -25.27
H 20.74 -11.43 -30.72
H 18.51 -14.53 -32.42
H 25.19 -11.57 -27.25
H 14.24 -25.65 -25.94
H 18.20 -20.39 -29.29
H 29.03 -6.20 -20.76
H 21.61 -8.50 -28.88
H 24.87 -17.18 -28.51
H 19.94 -12.37 -24.87
H 17.66 -21.97 -26.34
H 26.11 -16.63 -25.39
H 26.43 -18.22 -28.68
H 20.37 -13.31 -31.37
H 28.01 -16.86 -26.57
H 24.48 -14.69 -23.63
H 18.50 -23.54 -32.41
H 16.29 -23.59 -25.57
H 12.20 -29.69 -26.52
H 23.65 -16.56 -30.37
H 25.46 -11.03 -19.82
H 20.95 -10.35 -24.82
H 22.82 -7.98 -20.80
H 18.88 -15.68 -28.88
*
```

Calculated values
E = -96382.280 eV
LUMO energy = 0.0201 hartree
orbital gap = 8.9565 eV
SMILES = COCCNCCOC.COCCNCCOC.COCCNCCOC.COCCNCCOC.COCCNCCOC.COCCNCCOC.COCCNCCOC.COCCNCCOC
energy above the lowest of the compared OMol25 structures with the same formula, charge and spin = 241.2 kcal per mole

Atom charges from the Löwdin analysis, given in e for atoms 1 to 4: atom 1 (O): -0.210, atom 2 (O): -0.198, atom 3 (O): -0.193, atom 4 (O): -0.162

Which formula does entry 2 have? C4H15NO2S